(1)
2 unconnected molecules or ions with the total composition C4H12, computed with ωB97M-V with the def2-TZVPD basis set.

Geometry as XYZ:
```
16
Properties=species:S:1:pos:R:3:forces:R:3:mulliken_charge:R:1
C -0.0126 -2.0211 1.6670 -4.0 2.4 -1.0 -1.069
C 1.2404 -1.5525 1.1861 4.2 0.9 0.2 -0.737
H -0.7416 -1.3391 2.1141 0.7 0.7 0.6 0.303
H -0.6573 -2.2466 0.8407 -0.1 -0.8 -0.9 0.316
H -0.0450 -2.8279 2.2371 0.3 -3.7 2.7 0.444
H 1.6947 -0.6688 1.6047 -0.5 0.7 1.2 0.298
H 1.0506 -1.1336 0.2139 0.9 -0.8 -1.1 0.182
H 2.1404 -2.2400 1.4425 -1.6 0.5 -1.6 0.262
C -0.6757 2.0379 -2.1484 -3.2 0.2 3.0 -1.011
C -0.5171 1.3349 -0.7982 0.6 1.7 0.8 -0.825
H -0.2026 2.9416 -2.0959 2.1 2.2 -0.1 0.318
H -0.2849 1.4258 -2.8362 1.0 -1.9 -3.2 0.331
H -1.6982 2.4280 -2.3230 0.2 -1.1 -0.2 0.290
H -1.3231 0.7712 -0.3605 -0.1 -1.1 -0.6 0.372
H 0.5084 0.9738 -0.6798 -0.4 -0.9 -0.2 0.206
H -0.4765 2.1165 -0.0640 -0.1 0.9 0.6 0.319
```
Positions in Å, forces in eV/Å.

Values from the calculation:
multiplicity = 1
LUMO level = 1.137 eV
frontier orbital gap = 11.81 eV
highest occupied orbital energy = -10.674 eV
charge = 0
SMILES = CC.CC
relative energy (zero: lowest compared OMol25 entry of this formula, charge and spin) = 183.2 kJ/mol

---

(2)
2 unconnected molecules or ions with the total composition CH2Cl3P, computed with ωB97M-V with the def2-TZVPD basis set.

Geometry as XYZ:
```
7
Properties=species:S:1:pos:R:3:forces:R:3:mulliken_charge:R:1
C -1.7895 1.7520 -1.4610 -0.8 0.7 1.1 0.222
P 1.0389 0.8600 0.8763 -0.2 1.2 -0.2 -0.031
Cl -2.0556 2.4613 0.1575 0.0 -0.7 -1.1 -0.097
Cl -0.9123 2.7278 -2.5037 1.0 0.6 -0.4 -0.061
Cl -3.1198 1.0447 -2.2435 -0.4 -0.5 0.3 -0.123
H 1.2883 -0.5307 1.0394 -0.4 0.0 -0.9 0.051
H 0.3335 1.1119 -0.4188 0.8 -1.2 1.1 0.038
```
Positions in Å, forces in eV/Å.

Values from the calculation:
multiplicity = 1
LUMO level (spin up / spin down) = -1.282 / -1.233 eV
frontier orbital gap (spin up / spin down) = 7.63 / 7.76 eV
highest occupied orbital energy (spin up / spin down) = -8.916 / -8.988 eV
charge = 0
relative energy (zero: lowest compared OMol25 entry of this formula, charge and spin) = 388.5 kJ/mol

---

(3)
A molecular structure, C32H53NP2Ru, computed with ωB97M-V with the def2-TZVPD basis set.

Geometry as XYZ:
```
89
Properties=species:S:1:pos:R:3:forces:R:3:mulliken_charge:R:1
Ru 0.1822 -0.6052 0.1780 0.6 2.8 3.9 -1.123
C -0.5639 -2.0523 1.7075 1.3 -0.1 0.8 1.650
C 0.8162 -2.3494 1.2218 -1.1 -0.5 1.4 1.037
C 0.9510 -1.2336 3.2660 1.7 -0.5 -0.8 0.543
C -0.4193 -1.4118 2.9932 -0.5 -0.7 -1.7 0.641
C 1.7178 -1.7944 2.2261 -1.1 0.1 1.0 0.397
C -1.7779 -2.8282 1.3633 -0.7 -0.4 0.0 -2.268
H -1.6658 -3.3844 0.4280 -0.2 0.1 0.3 0.521
H -2.6557 -2.1686 1.2822 0.1 -0.3 -0.1 0.366
H -1.9840 -3.5635 2.1543 -0.1 0.1 -0.2 0.433
C -1.4952 -1.1938 3.9723 -0.7 0.1 0.3 -1.290
H -2.4434 -1.6369 3.6402 0.2 0.1 0.1 0.458
H -1.6894 -0.1220 4.1397 0.2 -0.4 0.2 0.009
H -1.2378 -1.6368 4.9482 -0.1 0.2 -0.3 0.365
C 1.4756 -0.6568 4.5319 0.3 0.3 0.1 -1.687
H 1.4419 -1.3909 5.3516 0.0 0.2 -0.2 0.396
H 0.8840 0.2142 4.8494 0.1 -0.2 0.0 0.182
H 2.5183 -0.3248 4.4252 -0.3 -0.1 0.1 0.379
C 3.1705 -2.0469 2.2973 0.7 0.1 -0.1 -1.857
H 3.3942 -2.8548 3.0132 0.0 0.2 -0.2 0.394
H 3.7226 -1.1590 2.6421 0.0 -0.2 -0.1 0.346
H 3.5706 -2.3482 1.3226 0.1 0.1 0.2 0.344
C 1.1573 -3.5757 0.4508 0.3 -0.3 0.0 -2.070
H 1.1890 -4.4345 1.1401 0.0 0.1 -0.3 0.349
H 2.1484 -3.4728 -0.0089 -0.2 -0.2 0.0 0.408
H 0.4183 -3.7925 -0.3222 0.2 -0.2 0.0 0.474
C -1.2216 0.7032 -4.1482 -1.2 -0.7 -0.9 -0.189
C -1.4799 -0.6137 -4.2761 -0.9 1.4 -1.3 -0.369
C -0.8115 -1.5140 -5.2809 0.4 -0.2 -0.1 -0.985
C 0.6955 -1.2446 -5.5262 -0.7 -0.1 -0.6 -1.081
C 1.4798 -0.8428 -4.3240 1.0 1.1 -0.4 0.159
C 1.7940 0.4484 -4.0716 0.5 -0.9 -1.5 -1.001
C 1.1283 1.6351 -4.7200 0.0 0.1 -0.2 -1.113
C -0.3695 1.4739 -5.1018 0.7 0.4 -0.3 -1.328
H -1.3053 -1.4513 -6.2624 -0.2 -0.1 0.3 0.383
H 0.8080 -0.4868 -6.3247 0.1 -0.5 0.5 0.288
H -0.9343 -2.5506 -4.9399 0.0 0.1 -0.1 0.413
H -0.4445 1.0272 -6.1070 -0.1 0.3 0.5 0.324
H -1.7810 1.3312 -3.4502 0.0 -0.3 -0.3 0.449
H -2.3815 -1.0534 -3.8426 0.3 0.3 0.3 0.955
H -0.7729 2.4972 -5.1779 0.0 -0.4 -0.1 0.437
H 1.2383 2.4926 -4.0337 0.0 -0.2 -0.3 0.341
H 2.6638 0.7414 -3.4823 -0.5 -0.4 0.3 1.411
H 1.6577 1.9052 -5.6450 0.1 0.1 0.3 0.473
H 1.1233 -2.1771 -5.9248 0.0 0.3 0.1 0.428
H 1.9110 -1.6665 -3.7629 0.2 0.2 -0.1 0.286
P -1.4015 -0.2324 -1.3457 1.1 -0.3 2.3 0.848
C -2.9154 0.6794 -1.2275 -1.1 0.5 -0.8 -1.364
C -1.3462 -1.9803 -1.8127 -0.3 0.1 -0.7 -0.247
P 1.8631 0.3807 -0.9571 -0.9 -0.9 0.8 1.210
C 0.1640 0.6402 -1.8420 0.4 -0.1 -0.4 1.302
C 2.8935 -0.9812 -1.5521 0.5 0.1 -0.4 -1.543
C 2.8083 1.9073 -0.9784 0.1 0.4 -0.2 -1.310
H -2.8255 1.5163 -0.5190 0.2 -0.4 -0.4 0.227
H -3.7095 0.0137 -0.8548 0.3 0.1 -0.1 0.433
H -3.2145 1.0761 -2.2078 -0.3 0.0 0.4 0.524
H -0.8414 -2.1326 -2.7627 -0.1 -0.1 0.0 -0.235
H -2.3805 -2.3206 -1.8621 0.0 -0.3 -0.1 0.608
H -0.8177 -2.5669 -1.0625 0.0 0.2 0.1 -0.898
H 3.1257 2.1987 -1.9900 0.0 -0.1 0.3 0.446
H 3.6908 1.7225 -0.3509 -0.1 0.1 -0.2 0.448
H 2.2278 2.7210 -0.5265 0.1 -0.2 -0.1 0.311
H -0.0145 1.7138 -2.0223 0.1 -0.4 0.3 0.955
H 0.3589 0.1205 -2.7719 -0.1 0.5 0.0 -1.740
H 3.6446 -1.1219 -0.7606 -0.1 0.0 -0.2 0.420
H 3.3960 -0.7964 -2.4993 0.2 -0.1 0.1 0.573
H 2.3059 -1.9023 -1.6288 0.1 0.3 0.1 0.114
C -4.0005 1.8877 3.4449 -0.7 -0.8 0.4 -0.927
N -2.5650 1.7114 3.4034 -0.2 2.5 -0.7 0.383
C -1.9013 2.3751 4.5131 0.2 -0.8 1.3 -0.802
C -2.0008 1.6908 2.0486 0.4 -0.6 -0.5 -1.460
C -0.5413 2.0275 1.9876 0.0 0.5 -0.8 0.250
C -0.1781 3.3277 2.3811 0.2 0.1 0.6 -0.607
C 1.1364 3.6252 2.7188 -0.1 -0.1 -0.4 -1.125
C 2.0960 2.6172 2.5647 -0.3 0.1 0.2 -1.282
C 1.7434 1.4182 1.9510 0.6 0.6 -0.1 -0.314
C 0.4514 1.1586 1.5080 -1.0 -1.3 -0.2 1.873
H -4.3607 1.5762 4.4404 0.0 0.2 -0.5 0.409
H -4.2794 2.9509 3.2933 0.3 -0.4 0.0 0.366
H -4.4737 1.2792 2.6676 0.1 0.2 0.1 0.320
H -0.8628 2.0343 4.6564 -0.4 0.2 -0.4 0.208
H -1.9147 3.4788 4.4268 -0.1 -0.5 -0.2 0.430
H -2.4802 2.0988 5.4134 0.3 0.2 -0.3 0.402
H -2.2119 0.6807 1.6497 0.2 0.1 0.0 0.088
H -2.5917 2.3905 1.4188 0.0 -0.2 0.6 0.540
H -0.9517 4.0946 2.4835 0.2 -0.2 0.1 0.688
H 1.4095 4.6106 3.0842 0.0 -0.1 -0.1 0.486
H 3.1157 2.7910 2.8954 -0.1 -0.1 -0.1 0.551
H 2.5261 0.6884 1.7720 -0.1 0.1 0.0 0.767
```
Positions in Å, forces in eV/Å.

Values from the calculation:
multiplicity = 5
LUMO level (spin up / spin down) = -5.647 / -8.719 eV
frontier orbital gap (spin up / spin down) = 5.35 / 3.93 eV
highest occupied orbital energy (spin up / spin down) = -10.999 / -12.646 eV
charge = +2
relative energy (zero: lowest compared OMol25 entry of this formula, charge and spin) = 144.3 kJ/mol

---

(4)
A molecular structure, C14H15Cl2NOsS2Si, computed with ωB97M-V with the def2-TZVPD basis set.

Geometry as XYZ:
```
36
Properties=species:S:1:pos:R:3:forces:R:3:mulliken_charge:R:1
Os -0.6614 1.2384 -1.3217 0.0 -0.6 0.1 0.752
Cl -1.5222 3.4444 -0.9898 0.2 -0.1 0.1 -0.092
C -0.1394 4.5165 -1.2866 -0.2 -0.2 0.0 0.940
C -0.3594 5.8512 -1.1854 0.2 0.0 -0.1 -0.791
C 0.7321 6.7282 -1.4300 -0.1 0.0 0.0 -0.286
C 1.9737 6.2484 -1.7716 0.0 -0.1 0.0 -0.750
C 2.1835 4.8762 -1.8780 -0.1 -0.1 0.0 0.435
Cl 3.7072 4.2940 -2.2899 0.1 0.0 0.0 -0.083
C 1.1087 3.9344 -1.6287 -0.1 0.3 0.0 0.364
S 1.3984 2.2737 -1.7615 0.6 0.3 -0.3 -0.286
H -1.3321 6.2507 -0.9331 0.0 0.0 0.0 0.475
H 0.5711 7.7949 -1.3478 0.0 0.0 0.0 0.425
H 2.7954 6.9252 -1.9578 0.0 0.0 0.0 0.457
C 0.0163 -2.0647 3.2105 -0.1 -0.1 0.0 -0.966
Si -0.8355 -3.1488 1.9494 0.0 0.0 0.0 0.128
C -2.6948 -3.0012 2.0084 0.1 -0.1 0.0 -0.988
C -0.2611 -4.9208 2.0291 -0.1 0.1 0.0 -1.066
C -0.2721 -2.4807 0.2179 0.1 -0.3 0.0 0.201
C 0.4047 -3.2933 -0.7080 0.0 0.0 0.1 -0.075
C 0.8217 -2.8355 -1.9547 0.0 0.1 0.0 -0.792
C 0.5841 -1.5235 -2.3033 0.1 0.0 0.1 -0.220
N -0.0694 -0.7346 -1.4380 -0.2 0.7 -0.2 -0.342
C -0.4877 -1.2049 -0.2419 -0.2 0.1 0.1 0.391
S -1.3425 0.1593 0.5257 -0.3 -0.2 0.2 -0.228
H -0.2422 -2.4066 4.2152 0.0 0.0 0.0 0.356
H -0.2798 -1.0158 3.1508 0.0 0.0 0.0 0.304
H 1.1025 -2.1174 3.1217 0.0 0.0 0.0 0.350
H -3.0512 -3.4029 2.9599 0.0 0.0 0.0 0.353
H -3.1734 -3.5812 1.2176 0.0 0.0 0.0 0.356
H -3.0603 -1.9760 1.9441 0.0 0.1 0.0 0.331
H -0.5537 -5.3440 2.9930 0.0 0.0 0.0 0.326
H 0.8229 -5.0275 1.9613 0.0 0.1 0.0 0.348
H -0.7177 -5.5531 1.2653 0.0 0.0 0.0 0.347
H 0.6073 -4.3251 -0.4491 0.0 0.0 0.0 0.429
H 1.3305 -3.4873 -2.6498 0.0 0.0 0.0 0.435
H 0.8957 -1.0904 -3.2432 0.0 0.0 0.0 0.462
```
Positions in Å, forces in eV/Å.

Values from the calculation:
multiplicity = 5
LUMO level (spin up / spin down) = -7.239 / -10.514 eV
frontier orbital gap (spin up / spin down) = 7.85 / 5.04 eV
highest occupied orbital energy (spin up / spin down) = -15.087 / -15.550 eV
charge = +2

---

(5)
3 unconnected molecules or ions with the total composition C4H13NO2, computed with ωB97M-V with the def2-TZVPD basis set.

Geometry as XYZ:
```
20
Properties=species:S:1:pos:R:3:forces:R:3:mulliken_charge:R:1
C 1.7949 -1.0663 -0.5103 0.3 -1.5 0.7 -1.245
N -0.4381 -0.6915 1.3519 1.1 0.2 -1.0 -0.503
C -0.4561 -0.1122 0.0590 -0.1 -0.1 1.1 0.500
C 0.4948 -0.4354 -0.8546 -1.1 0.3 -0.4 -0.239
C -1.4364 1.0462 -0.0801 0.2 -1.0 0.7 -1.175
H 1.9435 -1.0804 0.5663 -0.1 0.3 0.3 0.354
H 2.7114 -0.5823 -0.8709 -0.5 0.0 -0.5 0.330
H 1.8356 -2.1477 -0.7473 0.2 0.4 -0.4 0.288
H -0.0275 -1.6098 1.2964 -0.1 -0.1 0.4 0.229
H -1.2243 -0.6583 1.9739 -0.2 0.3 -0.3 0.229
H 0.1780 -0.3529 -1.9024 0.6 0.8 0.3 0.368
H -0.8455 1.9449 0.1203 -0.3 0.1 -0.5 0.189
H -1.9419 1.0296 -1.0372 0.0 0.4 -0.2 0.308
H -2.1746 0.9958 0.7329 0.0 0.0 -0.4 0.358
H -2.1008 -3.8328 -0.9809 -0.2 -0.3 0.3 0.310
H -1.4206 -2.5404 -0.8161 0.1 0.3 0.4 0.318
O -1.8791 -3.2062 -0.2832 0.2 0.1 -0.7 -0.618
H 1.5362 3.6301 -0.2600 0.2 -0.7 0.4 0.303
H 1.7408 5.0447 -0.1524 0.3 0.5 0.5 0.323
O 1.9483 4.2495 0.3552 -0.5 0.2 -0.9 -0.629
```
Positions in Å, forces in eV/Å.

Values from the calculation:
multiplicity = 1
LUMO level = 0.692 eV
frontier orbital gap = 8.42 eV
highest occupied orbital energy = -7.733 eV
charge = 0
SMILES = C/C=C(/C)N.O.O
relative energy (zero: lowest compared OMol25 entry of this formula, charge and spin) = 123.4 kJ/mol

---

Total energy (computed, a.u.): -159.5152, -1761.0841, -2082.5990, -2693.5365, -365.3955